Computed, not measured: C12H9F3N2O4S2 in the gas phase in a non-equilibrium geometry, with ωB97M-V with the def2-TZVPD basis set.

```
32
Properties=species:S:1:pos:R:3:forces:R:3:mulliken_charge:R:1
S 2.685 -0.114 1.237 -2.1 8.1 4.1 1.113
S -3.840 1.032 -0.155 0.7 -1.6 5.7 -0.142
F 1.753 1.478 -3.549 -0.2 -0.5 -1.4 -0.222
F 0.372 -0.439 -3.843 1.7 2.0 0.6 -0.309
F -0.401 1.512 -3.920 -1.5 2.4 -1.5 -0.237
O -0.747 -2.197 2.114 -5.6 2.0 4.4 -0.469
O 2.941 1.292 1.749 -0.7 -3.4 -1.6 -0.669
O 3.746 -0.812 0.733 3.5 -2.8 -2.8 -0.606
O 0.173 -2.965 0.315 0.1 -1.7 -4.4 -0.427
N 1.345 0.529 -1.226 13.2 -4.4 11.0 -0.317
N -0.021 0.256 0.620 16.6 -4.7 9.6 0.037
C -0.970 0.642 -1.347 7.2 -1.3 7.5 -1.688
C 1.293 0.105 0.213 -6.9 3.3 -7.0 -0.106
C 1.616 -2.504 1.850 -1.2 2.0 9.5 -0.903
C -1.055 0.545 0.200 -8.4 2.3 -12.0 0.612
C 2.040 -0.976 2.538 -0.8 -3.7 0.3 -0.592
C -3.868 0.083 2.578 1.0 5.1 -9.5 -0.981
C 0.570 0.928 -3.348 0.2 -3.2 2.0 0.932
C -2.267 0.568 0.926 -2.4 2.0 -2.5 0.158
C -2.409 0.404 2.225 -8.9 -0.5 -3.7 -0.259
C -4.741 0.729 1.504 7.2 -3.1 1.0 -0.303
C 0.151 -2.502 1.502 6.4 -1.3 -2.2 0.468
C 0.397 0.797 -1.830 -12.6 0.6 -5.6 0.290
H 2.428 -2.759 1.373 3.2 -1.4 -4.2 0.648
H 1.760 -3.287 2.783 -0.8 2.0 -1.8 0.312
H 1.112 -0.674 2.971 -0.4 1.0 0.1 0.317
H -4.128 0.286 3.487 -2.1 0.1 5.7 0.488
H 2.874 -0.874 3.283 -0.7 -0.8 -0.6 0.409
H -5.738 0.804 1.622 -3.3 0.5 -0.1 0.534
H -1.738 0.054 2.781 5.9 -2.2 4.5 0.743
H -1.664 1.064 -1.774 -7.3 3.4 -5.1 0.800
H -0.646 -3.038 -0.170 -1.0 0.1 0.1 0.366
```
Positions in Å, forces in eV/Å.

Its structure (SMILES) is O=C(O)CCS(=O)(=O)c1nc(-c2cccs2)cc(C(F)(F)F)n1. For the total energy, the calculation gives -1968.71328 a.u. The calculation puts the highest occupied orbital energy at -8.99 eV. The energy relative to the best compared isomer or geometry (same formula, charge and spin) comes out at 282.4 kcal per mole.